(1)
A cluster of 2 separate species, C4H9N2O in total. Source: the Open Molecules 2025 dataset; level of theory: the ωB97M-V functional and the def2-TZVPD basis.

The geometry in XYZ format:
```
16
Properties=species:S:1:pos:R:3
N -2.370 0.970 1.571
C -2.069 0.034 0.437
O -1.176 0.497 -0.449
H -1.496 1.469 1.716
H -2.993 1.684 1.207
H -1.748 -0.917 0.930
H -3.068 -0.187 -0.013
C 1.650 -0.246 0.031
C 2.715 0.489 0.325
C 0.866 -1.332 -1.792
N 1.723 -1.338 -0.861
H 0.642 -0.038 0.400
H 3.687 0.248 -0.084
H 2.631 1.371 0.940
H 0.915 -2.140 -2.515
H 0.092 -0.565 -1.844
```

## Properties
HOMO level = -2.983 eV
energy = -342.5097 Eh
net charge = -1
orbital gap = 7.206 eV


(2)
An isolated molecule of C6H9N at a distorted geometry. Source: the Open Molecules 2025 dataset; level of theory: the ωB97M-V functional and the def2-TZVPD basis.

The geometry in XYZ format:
```
16
Properties=species:S:1:pos:R:3
C -2.216 0.604 1.071
C 0.993 1.418 -1.033
C -0.716 -0.408 -0.636
C 0.477 0.494 -0.209
C -0.376 -1.906 -0.331
C 0.702 0.629 1.267
N -1.695 0.108 0.174
H 1.667 2.201 -0.688
H 0.819 1.566 -2.097
H -1.048 -0.264 -1.700
H 0.570 -1.805 0.304
H -0.230 -2.501 -1.230
H -1.232 -2.238 0.268
H 0.857 -0.328 1.646
H -0.097 1.186 1.721
H 1.526 1.244 1.472
```

## Properties
HOMO level = -9.858 eV
energy = -288.6795 Eh
orbital gap = 10.785 eV


(3)
An isolated molecule of C7H11F at a distorted geometry. Source: the Open Molecules 2025 dataset; level of theory: the ωB97M-V functional and the def2-TZVPD basis.

The geometry in XYZ format:
```
19
Properties=species:S:1:pos:R:3
C -2.273 -1.238 0.614
C -1.753 -0.258 -0.232
F -2.639 0.312 -0.995
C -0.488 0.490 0.041
C -0.589 2.072 0.205
C 0.647 -0.175 -0.181
C 2.084 0.499 -0.159
C 1.088 -1.699 -0.399
H -1.673 -1.713 1.387
H -3.386 -1.635 0.497
H 0.476 2.434 0.246
H -1.175 2.682 -0.505
H -1.056 2.156 1.343
H 2.594 0.001 0.741
H 2.644 0.407 -1.199
H 1.919 1.644 -0.206
H 1.355 -1.993 0.673
H 0.358 -2.300 -0.771
H 1.866 -1.685 -1.099
```

## Properties
HOMO level = -8.601 eV
energy = -373.0609 Eh
SMILES = C=C(F)C(C)=C(C)C
orbital gap = 9.527 eV


(4)
A cluster of 2 separate species, BrClHIN2 in total at a distorted geometry. Source: the Open Molecules 2025 dataset; level of theory: the ωB97M-V functional and the def2-TZVPD basis.

The geometry in XYZ format:
```
6
Properties=species:S:1:pos:R:3
Cl -0.439 -2.446 0.510
N -0.632 -0.755 0.769
N -1.578 -0.246 0.178
I -2.264 1.570 0.533
Br 1.826 1.239 -0.677
H 3.086 0.639 -1.313
```

## Properties
HOMO level = -9.532 eV
energy = -3441.9038 Eh
SMILES = Cl/N=N/I.Br
orbital gap = 8.696 eV


(5)
A cluster of 2 separate species, C7H11O4 in total at a distorted geometry. Source: the Open Molecules 2025 dataset; level of theory: the ωB97M-V functional and the def2-TZVPD basis.

The geometry in XYZ format:
```
22
Properties=species:S:1:pos:R:3
C 0.423 0.283 -2.201
C -1.362 -0.326 -0.289
C -0.213 0.189 -1.066
C 0.018 -0.441 0.218
C 0.521 -1.962 0.235
C 0.499 0.268 1.503
C 0.150 2.667 -1.131
O -0.206 0.658 -3.341
O 1.801 0.188 -2.212
O -0.248 2.982 -2.286
O 1.264 2.426 -0.709
H -1.825 0.448 0.272
H -2.040 -1.124 -0.487
H 0.240 -2.318 1.212
H 1.649 -1.803 0.181
H 0.057 -2.598 -0.669
H 1.465 -0.043 1.765
H -0.053 0.068 2.417
H 0.521 1.387 1.468
H -0.878 2.673 -0.402
H -0.267 1.600 -3.448
H 2.198 0.973 -1.805
```

## Properties
HOMO level = -4.567 eV
energy = -574.2416 Eh
net charge = -1
orbital gap = 8.114 eV


(6)
A structure of composition C13H9F6N5O5RuS7 at a distorted geometry. Source: the Open Molecules 2025 dataset; level of theory: the ωB97M-V functional and the def2-TZVPD basis.

The geometry in XYZ format:
```
46
Properties=species:S:1:pos:R:3
Ru 0.280 0.267 -0.956
C -0.535 2.704 2.497
C -0.004 1.772 1.459
N -0.681 1.363 0.437
N -1.998 1.693 0.332
C -2.508 1.356 -0.841
N -3.830 1.676 -1.002
S -1.712 0.600 -2.166
C 1.378 1.250 1.537
C 2.226 1.531 2.597
C 3.487 0.953 2.627
C 3.869 0.113 1.596
C 2.979 -0.106 0.556
N 1.774 0.452 0.523
H -1.545 2.994 2.226
H 0.086 3.600 2.565
H -0.555 2.228 3.480
H -4.353 1.658 -0.139
H -4.273 1.160 -1.746
H 1.891 2.184 3.390
H 4.160 1.155 3.450
H 4.835 -0.372 1.589
H 3.221 -0.742 -0.285
O 0.866 3.034 -7.030
C 0.950 2.545 -5.935
S 1.209 0.819 -5.638
C 1.165 0.905 -3.890
C 0.969 2.134 -3.335
S 0.921 2.354 -1.644
S 0.808 3.483 -4.433
S 1.431 -0.464 -2.926
F 0.857 -1.735 2.465
C 0.988 -2.879 1.786
F 2.294 -3.092 1.583
F 0.523 -3.870 2.543
S 0.115 -2.830 0.137
O 1.139 -2.345 -0.746
O -0.375 -4.166 -0.048
N -1.031 -1.733 0.418
S -2.481 -2.188 -0.179
O -2.428 -2.701 -1.510
O -3.442 -1.189 0.178
C -3.036 -3.636 0.909
F -3.104 -4.771 0.227
F -2.259 -3.802 1.981
F -4.268 -3.362 1.362
```

## Properties
HOMO level (spin up / spin down) = -4.474 / -4.727 eV
energy = -4632.3424 Eh
2S+1 = 2
net charge = -1
orbital gap (spin up / spin down) = 6.360 / 6.001 eV